No. 1
{
  "formula": "H2NO4P",
  "method": "wB97M-V/def2-TZVPD",
  "elements": ["N", "O", "O", "O", "O", "P", "H", "H"],
  "xyz": [[0.41039, -0.38024, -0.86990], [0.60200, -1.67769, -0.28727], [-0.94133, 0.16096, -0.55961], [-0.69192, 1.37266, 1.56737], [1.34668, 0.34853, -0.15211], [-1.42692, 1.57043, 0.33104], [-0.16774, -2.26580, -0.65320], [0.86884, 0.87114, 0.62368]],
  "forces_ev_per_angstrom": [[0.675, 0.126, 0.538], [-3.016, -0.688, -0.633], [-0.986, 1.121, 0.122], [0.627, 1.006, 1.465], [-1.202, 1.780, 1.402], [0.736, -3.094, -1.864], [1.985, 1.649, 0.660], [1.181, -1.901, -1.691]],
  "total_energy_ev": -18996.82489,
  "gap_ev": 8.53,
  "fmax_ev_per_a": 3.7,
  "relative_energy_ev": 4.270,
  "smiles": "O=PON(O)O",
  "e_homo_ev": -9.83,
  "charge": 0
}

No. 2
{
  "formula": "C6H8",
  "method": "wB97M-V/def2-TZVPD",
  "elements": ["C", "C", "C", "C", "C", "C", "H", "H", "H", "H", "H", "H", "H", "H"],
  "xyz": [[1.94717, 0.22807, -0.53439], [0.73932, 0.90748, 0.03395], [0.21963, 2.08707, 0.17662], [-0.36594, 0.08579, 0.70582], [-1.82551, 0.08813, 0.29040], [-0.93773, -1.02599, -0.14023], [2.46381, -0.35811, 0.23448], [2.65399, 0.94448, -0.96016], [1.64642, -0.46922, -1.32569], [-0.18758, -0.14153, 1.75429], [-2.55450, -0.10913, 1.07157], [-2.14817, 0.80688, -0.45472], [-1.02374, -2.00017, 0.32916], [-0.62717, -1.04376, -1.18110]],
  "forces_ev_per_angstrom": [[0.056, 0.038, -0.013], [-0.189, 0.448, 0.016], [0.300, -0.555, -0.172], [0.028, -0.112, 0.204], [-0.153, 0.087, 0.004], [-0.010, -0.180, -0.148], [-0.112, 0.136, -0.070], [-0.143, -0.061, 0.102], [0.027, 0.137, 0.146], [0.026, -0.001, -0.198], [0.188, 0.069, -0.097], [0.129, -0.102, 0.125], [-0.073, 0.124, -0.064], [-0.077, -0.028, 0.165]],
  "total_energy_ev": -6347.06225,
  "gap_ev": 10.06,
  "fmax_ev_per_a": 0.7,
  "relative_energy_ev": 3.722,
  "e_homo_ev": -9.57,
  "charge": 0
}

No. 3
{
  "formula": "C5H8O",
  "method": "wB97M-V/def2-TZVPD",
  "elements": ["C", "C", "C", "O", "C", "C", "H", "H", "H", "H", "H", "H", "H", "H"],
  "xyz": [[-0.75147, -0.99263, 0.31188], [-1.17021, 0.45470, 0.62508], [-0.03363, 1.02807, -0.20282], [1.30210, 1.03844, 0.27594], [1.60463, -0.25726, -0.28104], [0.19411, -0.47975, -0.78519], [-0.18605, -1.44092, 1.13988], [-1.55675, -1.68315, 0.05211], [-1.19428, 0.79903, 1.65266], [-2.12361, 0.67033, 0.12741], [-0.26131, 1.97768, -0.74270], [1.91004, -0.95001, 0.51739], [2.40466, -0.20305, -1.02546], [-0.13824, 0.03851, -1.66514]],
  "forces_ev_per_angstrom": [[-0.251, -0.005, 0.114], [-0.235, 0.191, 0.569], [-0.008, -0.134, 0.511], [0.483, 0.260, 0.778], [0.375, 0.030, -0.029], [-0.347, 2.255, 0.383], [-0.025, 0.054, -0.350], [0.116, 0.112, -0.119], [-0.290, -0.086, 0.333], [0.175, 0.192, 0.162], [0.217, -0.821, -0.026], [-0.108, 0.030, -0.314], [-0.048, 0.116, 0.022], [-0.055, -2.193, -2.032]],
  "total_energy_ev": -7358.61337,
  "gap_ev": 9.85,
  "fmax_ev_per_a": 3.0,
  "relative_energy_ev": 3.642,
  "smiles": "C1C[C@H]2OC[C@@H]12",
  "e_homo_ev": -8.68,
  "charge": 0
}

No. 4
{
  "formula": "C34H54N6OPSiTi",
  "method": "wB97M-V/def2-TZVPD",
  "elements": ["Ti", "C", "C", "N", "C", "C", "N", "C", "C", "C", "N", "C", "C", "N", "C", "H", "H", "H", "H", "H", "H", "H", "H", "H", "H", "H", "H", "H", "H", "H", "H", "H", "H", "H", "H", "H", "H", "H", "H", "N", "C", "O", "C", "C", "H", "H", "H", "H", "H", "H", "C", "Si", "C", "C", "H", "H", "H", "H", "H", "H", "H", "H", "H", "N", "P", "C", "C", "C", "C", "C", "C", "C", "C", "C", "C", "C", "C", "C", "C", "C", "C", "C", "C", "H", "H", "H", "H", "H", "H", "H", "H", "H", "H", "H", "H", "H", "H", "H"],
  "xyz": [[0.26996, -1.82563, 0.35071], [-4.57466, -1.95073, -0.40097], [-5.06797, -0.45948, -0.34350], [-3.98307, 0.48936, -0.40324], [-4.25020, 1.90687, -0.64486], [-3.11944, 2.76990, -1.09630], [-1.91533, 3.04243, -0.30620], [-1.94477, 4.06470, 0.71486], [-2.62680, 3.71120, 2.07967], [-1.95520, 2.53040, 2.83906], [-2.24528, 1.14912, 2.38942], [-2.91828, 0.35997, 3.44044], [-3.42380, -1.05433, 2.96269], [-3.09499, -1.63146, 1.66635], [-4.12432, -2.49804, 0.92987], [-3.85856, -2.13597, -1.22446], [-5.44497, -2.54195, -0.68807], [-5.63642, -0.27280, 0.59349], [-5.76634, -0.24212, -1.15636], [-3.29601, 0.32668, 0.31520], [-4.77514, 2.35626, 0.23380], [-4.96230, 2.00390, -1.48985], [-3.61869, 3.74982, -1.26879], [-2.76278, 2.37403, -2.06549], [-1.51589, 2.14073, -0.07605], [-2.53506, 4.87084, 0.27607], [-0.93129, 4.45832, 0.83434], [-3.69854, 3.62183, 2.00782], [-2.46604, 4.60640, 2.71740], [-2.27313, 2.64519, 3.88526], [-0.87950, 2.68041, 2.81148], [-1.37107, 0.68355, 2.12061], [-3.77971, 0.98576, 3.73921], [-2.28656, 0.24627, 4.37763], [-4.50387, -1.10980, 3.15306], [-2.95788, -1.70516, 3.75744], [-2.17603, -2.05858, 1.67323], [-5.00301, -2.45520, 1.57287], [-3.76972, -3.54682, 0.84999], [1.61265, -2.43714, 4.05042], [1.17735, -2.48178, 2.75564], [0.34423, -1.62737, 2.31126], [1.49121, -3.68493, 1.96987], [1.42849, -3.53105, 0.47104], [1.26857, -1.66374, 4.64424], [2.55696, -2.78690, 4.18786], [0.74513, -4.41190, 2.35865], [2.46888, -4.10807, 2.23862], [0.85679, -4.33891, -0.08616], [2.39141, -3.37897, -0.03787], [0.75331, -2.97039, -3.08662], [-0.70367, -2.62690, -1.99877], [-1.47146, -0.98138, -2.64107], [-1.89682, -4.14734, -2.04992], [0.36517, -3.00228, -4.13058], [1.52508, -2.16989, -3.12074], [1.28575, -3.92248, -2.90108], [-2.04839, -1.28371, -3.53919], [-0.65906, -0.28864, -2.99083], [-2.12275, -0.41293, -1.95700], [-1.62641, -4.70984, -2.96894], [-2.97686, -3.88374, -2.15606], [-1.85852, -4.79399, -1.13049], [1.23888, -0.43529, -0.35833], [2.48179, 0.54534, -0.73403], [2.20192, 1.80502, -1.95556], [1.84130, 3.07734, -1.50497], [1.48962, 4.06329, -2.43182], [1.39562, 3.72643, -3.76906], [1.59297, 2.43172, -4.19552], [1.93481, 1.43918, -3.27278], [3.81948, -0.46966, -1.32643], [4.34363, -1.36292, -0.41304], [5.37971, -2.24859, -0.77914], [5.82582, -2.17743, -2.09567], [5.35431, -1.20440, -3.00141], [4.39606, -0.25788, -2.58691], [3.13177, 1.33972, 0.68516], [2.50512, 1.20728, 1.89780], [3.14435, 1.58929, 3.05643], [4.37832, 2.22754, 2.97828], [4.97062, 2.43696, 1.74558], [4.38126, 1.98491, 0.60076], [1.97144, 3.41725, -0.48975], [1.31917, 5.05839, -2.10791], [1.19307, 4.47666, -4.53994], [1.53786, 2.18052, -5.25764], [2.18029, 0.43789, -3.65528], [3.97428, -1.42741, 0.61265], [5.81777, -2.90580, -0.05646], [6.66400, -2.80649, -2.37422], [5.77018, -1.16107, -4.00194], [4.20024, 0.65446, -3.14851], [1.48567, 0.82655, 1.98155], [2.76631, 1.16223, 4.02671], [4.85312, 2.60335, 3.90005], [5.90073, 2.98048, 1.65881], [4.89414, 2.14347, -0.40757]],
  "forces_ev_per_angstrom": [[0.602, 1.669, -3.016], [-0.379, 0.791, -0.806], [0.521, 0.038, 0.483], [0.866, 0.517, -1.246], [-1.634, -1.176, 0.984], [0.882, 1.233, -0.581], [-0.554, -0.812, -0.561], [-1.120, -0.676, 0.156], [1.738, 0.337, 0.046], [-0.493, 0.195, -0.052], [0.085, -0.116, 0.328], [0.141, 0.623, -0.747], [0.623, -1.212, 1.768], [-0.611, 0.083, -0.969], [1.108, 1.033, 1.470], [-0.067, 0.568, 0.574], [-0.232, -0.184, 0.015], [-0.212, -0.506, -0.074], [0.106, -0.158, -0.132], [0.031, 0.059, 0.322], [0.212, 0.052, -0.239], [0.050, -0.348, 0.365], [0.466, -0.318, -0.209], [-0.199, 0.174, 0.258], [0.430, 0.284, 0.449], [0.050, 0.270, -0.017], [-0.015, -0.176, 0.402], [-0.419, -0.402, -0.293], [-0.039, -0.349, -0.119], [0.213, -0.177, -0.030], [0.238, 0.162, 0.044], [-0.449, 0.249, 0.118], [0.182, -0.431, -0.051], [-0.457, 0.013, -0.931], [0.179, 0.048, -0.352], [-0.644, 0.145, -0.480], [-0.272, 0.018, -0.085], [-0.125, -0.388, 0.180], [-0.144, 0.593, 0.047], [-0.245, 0.819, -0.500], [-0.998, 1.185, 0.990], [0.442, -1.181, 2.198], [1.038, -1.752, -0.268], [-0.768, -1.044, -1.080], [0.656, -0.620, -0.755], [-0.469, 0.112, 0.288], [0.256, 0.154, -0.228], [-0.076, 0.110, 0.589], [0.740, 0.594, 0.950], [-0.209, -0.087, 0.391], [0.785, -0.185, -1.684], [-0.464, 1.250, 2.842], [0.168, -0.255, -1.166], [-0.582, -0.150, -0.425], [0.268, -0.246, 0.224], [-0.545, -0.339, 0.435], [-0.319, 0.348, 0.017], [-0.094, 0.541, 0.091], [-0.543, -0.654, 0.364], [0.214, -0.473, -0.185], [-0.254, -0.206, 0.563], [0.709, 0.008, -0.030], [0.326, 0.504, -0.969], [0.653, 1.384, -0.744], [-1.544, -1.444, 2.801], [-1.593, -0.156, -0.125], [0.611, 0.976, -0.923], [0.136, -1.238, 0.016], [-0.149, 0.663, -0.751], [0.160, -0.913, -0.065], [0.683, 0.484, -0.988], [0.273, 0.958, -0.772], [0.858, -1.639, 0.237], [-1.141, 1.588, -0.733], [0.288, 0.250, -0.236], [-0.120, 0.244, 0.713], [1.168, -1.380, 0.384], [-0.995, -0.374, -2.344], [-0.870, -0.245, 2.156], [-1.345, -1.505, 0.812], [1.356, 0.842, 1.800], [0.393, 0.389, -0.537], [1.733, 0.732, -1.637], [0.030, -0.527, 0.326], [-0.190, 0.753, 0.252], [-0.056, -0.068, 0.413], [-0.144, 0.093, 0.325], [-0.474, 0.415, 0.410], [-0.179, 0.312, -0.341], [0.160, -0.319, 0.176], [-0.153, -0.117, -0.280], [0.113, 0.064, 0.087], [-0.138, -0.599, -0.069], [0.348, -0.346, -0.238], [0.111, 1.035, -0.845], [-0.135, -0.246, -0.539], [0.205, 0.036, 0.146], [-0.747, -0.256, 1.443]],
  "total_energy_ev": -87400.62396,
  "gap_ev": [2.49, 5.23],
  "fmax_ev_per_a": 3.5,
  "e_homo_ev": [-0.44, -3.28],
  "charge": -1,
  "multiplicity": 3
}

No. 5
{
  "formula": "C7H10N3O",
  "method": "wB97M-V/def2-TZVPD",
  "elements": ["C", "C", "C", "C", "C", "C", "C", "N", "N", "N", "O", "H", "H", "H", "H", "H", "H", "H", "H", "H", "H"],
  "xyz": [[3.37321, -0.35940, -0.56931], [2.71961, -1.02669, 0.47446], [2.56838, 0.37108, -1.43872], [1.33155, -1.10509, 0.55022], [1.19089, 0.44911, -1.24320], [0.47912, -0.36338, -0.34367], [-1.73833, 0.34080, 1.14263], [-2.94071, 1.32331, -0.42123], [-1.77304, 1.29864, 0.15673], [-2.79469, -0.48125, 1.37152], [-0.78522, -0.43274, -0.31618], [4.35995, -0.30871, -0.80050], [3.43596, -1.50430, 1.25507], [3.12241, 0.85011, -2.18617], [0.78733, -1.68265, 1.23106], [0.50509, 1.22501, -1.80272], [-0.90437, 0.45487, 1.74642], [-2.94880, 1.99198, -1.16912], [-3.48919, -0.75983, 0.65445], [-2.93879, -0.81986, 2.26310], [-3.56036, 0.53898, -0.55483]],
  "forces_ev_per_angstrom": [[-4.246, 0.265, 0.119], [1.405, -1.353, 1.818], [-1.070, -0.548, 1.068], [0.664, 0.979, -0.768], [-1.342, 2.371, -2.474], [3.491, -0.320, 0.375], [-2.188, -0.701, -2.210], [0.864, 1.122, -1.247], [-1.765, -0.148, 1.326], [0.837, 1.385, -1.865], [-0.708, -0.915, -0.530], [2.960, -0.353, 0.171], [-1.813, 0.496, -1.328], [-0.011, 1.141, -1.216], [-0.191, -1.020, 1.316], [1.698, -1.660, 0.753], [0.923, -0.173, 1.782], [-0.288, 0.194, -0.354], [0.989, 0.421, 1.039], [-0.177, -1.113, 1.963], [-0.032, -0.068, 0.264]],
  "total_energy_ev": -13927.79905,
  "gap_ev": [6.48, 7.24],
  "fmax_ev_per_a": 4.3,
  "relative_energy_ev": 5.152,
  "e_homo_ev": [-12.47, -12.63],
  "charge": 1
}

No. 6
{
  "formula": "CHBrN5",
  "method": "wB97M-V/def2-TZVPD",
  "elements": ["C", "N", "N", "N", "N", "N", "Br", "H"],
  "xyz": [[0.36048, -0.17757, -0.10998], [2.34789, 0.16236, 0.22953], [1.26790, -0.20633, 0.85391], [0.83719, 0.25286, -1.29605], [2.08749, 0.39460, -1.01059], [-2.20377, -0.82365, 0.41609], [-3.03712, 0.69019, -0.21604], [-1.66007, -0.29246, 1.13313]],
  "forces_ev_per_angstrom": [[0.028, 0.438, -0.428], [2.044, 0.093, 0.578], [-2.454, -0.862, 0.905], [-2.696, -1.214, 0.614], [2.445, 1.307, -1.625], [1.319, 1.088, 0.633], [-0.629, 0.287, -0.591], [-0.057, -1.136, -0.086]],
  "total_energy_ev": -78541.47325,
  "gap_ev": [7.56, 8.09],
  "fmax_ev_per_a": 3.2,
  "relative_energy_ev": 2.222,
  "e_homo_ev": [-5.21, -5.06],
  "charge": -1
}

No. 7
{
  "formula": "CH5NS",
  "method": "wB97M-V/def2-TZVPD",
  "elements": ["C", "N", "S", "H", "H", "H", "H", "H"],
  "xyz": [[-0.78363, 0.32584, -0.39640], [0.55298, 0.31085, 0.00228], [1.51085, -1.14543, 0.61916], [-1.02846, 0.13120, -1.50223], [-1.36721, -0.40973, 0.28085], [-1.11087, 1.24253, -0.16617], [1.09525, 0.61696, -0.83283], [1.13110, -1.07222, 1.99534]],
  "forces_ev_per_angstrom": [[-2.174, -5.194, -0.635], [4.367, -0.601, -0.289], [-2.115, 1.315, 0.604], [0.466, -0.129, 1.443], [0.621, 1.079, -1.329], [-1.664, 3.579, 0.715], [0.051, -0.255, 1.314], [0.449, 0.207, -1.823]],
  "total_energy_ev": -13441.70098,
  "gap_ev": 9.49,
  "fmax_ev_per_a": 5.7,
  "relative_energy_ev": 0.993,
  "smiles": "CNS",
  "e_homo_ev": -8.68,
  "charge": 0
}